(1)
ORCA calculation (ωB97M-V with the def2-TZVPD basis set) on C25H49Br2CaCl4F7MgNO11P3 as an isolated structure in a non-equilibrium geometry.

Summary:
Frontier orbital gap: 1.335 eV
Lowest unoccupied orbital energy: -5.53 eV
F_max: 5.952 eV/Å

```
104
C25H49Br2CaCl4F7MgNO11P3 ωB97M-V with the def2-TZVPD basis set
C 2.033 -5.364 0.368
C 3.364 -4.545 0.189
C 3.076 -3.053 -0.175
O 4.095 -2.144 0.311
N 4.056 -0.944 -0.396
C 5.193 0.028 -0.166
C 4.624 1.426 0.364
C 3.218 0.947 0.986
C 2.146 2.092 0.923
C 0.664 1.667 1.251
C -0.390 1.965 0.143
C -1.598 0.966 0.400
C -2.875 1.670 0.957
C -2.697 2.372 2.335
O -1.878 3.557 2.309
C -2.421 4.551 1.530
C -1.413 5.526 0.841
O -3.579 4.717 1.360
C 3.671 0.411 2.383
C 2.474 0.181 3.415
O 3.084 -0.214 4.702
C 2.302 0.179 5.784
C 1.035 -0.710 6.042
O 2.575 1.077 6.468
C 2.851 -0.101 -0.158
P 2.286 0.513 -1.851
O 3.237 1.769 -2.447
O 2.420 -0.708 -2.963
H 2.284 -6.397 0.707
H 1.360 -4.921 1.133
H 1.499 -5.494 -0.604
H 4.015 -4.599 1.093
H 3.923 -5.048 -0.632
H 2.949 -2.994 -1.287
H 2.064 -2.822 0.249
H 4.247 -1.253 -1.363
H 5.911 0.052 -1.010
H 5.713 -0.425 0.713
H 5.431 1.685 1.093
H 4.597 2.273 -0.346
H 2.215 2.667 -0.032
H 2.437 2.829 1.722
H 0.655 0.594 1.560
H 0.339 2.247 2.155
H -0.717 3.020 0.215
H -0.040 1.779 -0.891
H -1.888 0.511 -0.565
H -1.300 0.113 1.058
H -3.659 0.879 1.088
H -3.294 2.351 0.176
H -3.711 2.664 2.714
H -2.329 1.613 3.072
H -1.482 6.551 1.261
H -1.519 5.494 -0.264
H -0.379 5.165 1.072
H 4.268 -0.575 2.302
H 4.377 1.140 2.845
H 2.001 1.179 3.582
H 1.698 -0.538 3.056
H 0.728 -0.598 7.109
H 1.351 -1.765 5.832
H 0.260 -0.377 5.320
H 1.926 -0.584 0.230
H 2.813 2.650 -2.250
H 1.932 -0.479 -3.775
O 1.240 3.950 -2.683
P 0.109 4.288 -3.652
O 0.675 5.000 -4.871
O -0.912 5.165 -2.956
O -0.586 2.945 -4.106
Mg 3.721 -1.939 3.600
Ca 0.753 -1.386 8.521
Br 0.233 -1.184 -7.491
C 1.323 0.374 -7.881
C 1.702 1.084 -6.607
Br 0.229 2.196 -5.924
H 0.777 1.005 -8.579
H 2.206 -0.028 -8.378
H 2.509 1.796 -6.780
H 1.995 0.396 -5.819
F -2.486 -1.605 -5.012
P -2.074 -1.366 -3.452
F -2.542 0.178 -3.664
F -1.033 -1.818 -2.249
F -2.565 -2.922 -3.469
F -3.177 -1.152 -2.263
F -0.620 -0.897 -4.027
Cl -7.702 -5.167 -3.554
C -6.150 -6.023 -3.358
C -5.079 -5.138 -2.759
Cl -4.556 -3.852 -3.867
H -5.852 -6.407 -4.332
H -6.341 -6.873 -2.700
H -4.194 -5.735 -2.533
H -5.419 -4.669 -1.837
Cl -7.416 1.539 3.754
C -6.791 1.033 5.342
C -5.298 0.811 5.319
Cl -4.845 -0.618 4.353
H -7.325 0.134 5.645
H -7.035 1.829 6.046
H -4.935 0.635 6.333
H -4.771 1.673 4.913
F 0.000 -3.673 -2.258
```

(2)
ORCA calculation (ωB97M-V with the def2-TZVPD basis set) on C19H32FNO16PbS2 as an isolated structure in a non-equilibrium geometry.

Summary:
Frontier orbital gap: 2.108 eV
Charge: -2
Lowest unoccupied orbital energy: 1.71 eV
F_max: 6.055 eV/Å

```
72
C19H32FNO16PbS2 ωB97M-V with the def2-TZVPD basis set
Pb -2.378 0.312 0.404
C -4.917 -6.656 3.344
C -4.707 -5.299 4.035
C -3.466 -4.634 3.413
O -3.306 -3.291 3.565
C -2.872 -2.764 4.785
N -5.894 -4.357 3.751
H -6.762 -4.788 4.038
H -5.837 -3.382 4.006
H -5.807 -4.266 2.749
H -5.321 -6.543 2.338
H -5.645 -7.246 3.901
H -4.010 -7.202 3.083
H -4.614 -5.165 5.112
H -3.499 -4.931 2.365
H -2.614 -5.184 3.812
H -1.832 -2.862 5.097
H -3.375 -3.126 5.682
H -3.078 -1.698 4.877
C -3.563 4.524 -4.003
O -4.065 3.651 -3.009
H -2.886 3.929 -4.616
H -4.300 4.929 -4.697
H -2.958 5.339 -3.607
S -5.990 -2.524 -1.659
O -6.514 -3.842 -1.355
O -6.131 -1.578 -0.594
O -4.535 -2.661 -1.749
O -6.572 -1.820 -2.758
S -7.030 2.302 3.679
O -7.793 2.460 2.448
O -7.383 3.447 4.442
O -7.460 1.209 4.491
O -5.642 2.203 3.338
C 2.427 8.864 0.769
C 2.656 7.422 0.277
C 4.030 6.808 0.598
O 3.598 5.537 1.010
C 2.326 5.448 1.154
O 1.662 4.492 1.560
O 1.781 6.588 0.884
H 2.360 8.814 1.856
H 1.488 9.240 0.363
H 3.230 9.475 0.357
H 2.501 7.152 -0.768
H 4.408 7.470 1.377
H 4.658 6.779 -0.293
C 3.734 -0.853 -8.275
C 4.275 -0.871 -6.833
C 4.879 0.369 -6.193
O 4.131 0.640 -5.114
C 3.141 -0.195 -5.026
O 2.187 -0.149 -4.290
O 3.227 -1.132 -5.943
H 3.307 0.115 -8.536
H 3.112 -1.643 -8.695
H 4.591 -1.046 -8.920
H 4.997 -1.677 -6.703
H 4.698 1.054 -7.020
H 5.926 0.071 -6.135
F 3.475 -1.948 1.427
C 4.764 -2.141 1.522
C 5.334 -2.986 0.555
C 6.726 -3.142 0.593
C 7.524 -2.459 1.527
C 6.858 -1.625 2.433
C 5.530 -1.468 2.420
H 4.753 -3.563 -0.149
H 7.235 -3.686 -0.188
H 8.602 -2.496 1.482
H 7.449 -1.061 3.140
H 5.173 -0.682 3.068
```

(3)
ORCA calculation (ωB97M-V with the def2-TZVPD basis set) on C12H36KO12S3 as an isolated structure in a non-equilibrium geometry.

Summary:
Frontier orbital gap: 8.360 eV
Charge: +1
Lowest unoccupied orbital energy: -3.89 eV
F_max: 3.150 eV/Å

```
64
C12H36KO12S3 ωB97M-V with the def2-TZVPD basis set
K 2.417 0.303 -4.211
C 4.749 6.818 -3.655
O 4.652 5.589 -4.289
H 5.764 6.922 -3.271
H 4.544 7.658 -4.318
H 3.983 6.928 -2.887
H 5.394 5.591 -4.899
C 5.398 -5.387 -5.198
O 4.048 -5.107 -4.731
H 5.870 -5.953 -4.395
H 5.375 -6.149 -5.978
H 5.897 -4.458 -5.473
H 3.484 -5.882 -4.762
C -0.385 3.393 -10.028
O 0.305 2.801 -8.997
H -1.383 3.660 -9.682
H 0.172 4.311 -10.213
H -0.443 2.705 -10.872
H 1.248 2.827 -9.174
O 4.773 -1.688 2.269
S 4.973 -2.705 3.322
O 6.089 -3.629 3.273
O 5.066 -1.847 4.752
C 5.116 -2.575 5.947
C 5.616 -1.634 7.058
C 3.310 -3.527 3.696
H 5.863 -3.367 5.896
H 4.232 -3.076 6.341
H 4.807 -0.952 7.322
H 6.577 -1.130 6.955
H 5.723 -2.223 7.969
H 2.892 -3.769 2.719
H 2.632 -2.731 4.003
H 3.385 -4.312 4.449
O -3.465 -2.643 -2.782
S -4.010 -3.551 -1.812
O -3.229 -4.683 -1.296
O -4.523 -2.608 -0.525
C -4.998 -3.337 0.657
C -5.834 -2.362 1.555
C -5.648 -4.051 -2.423
H -4.125 -3.549 1.274
H -5.464 -4.312 0.519
H -5.965 -2.781 2.552
H -6.756 -2.107 1.032
H -5.274 -1.432 1.655
H -6.171 -4.847 -1.893
H -5.539 -4.233 -3.492
H -6.297 -3.181 -2.320
O -1.583 3.131 1.344
S -2.104 3.931 2.447
O -1.674 5.311 2.708
O -3.795 3.906 2.375
C -4.521 4.852 3.129
C -5.996 4.722 3.049
C -1.948 3.073 4.072
H -4.202 5.874 2.923
H -4.260 4.718 4.179
H -6.280 4.581 2.006
H -6.498 5.535 3.575
H -6.288 3.784 3.520
H -2.690 2.286 4.206
H -2.073 3.885 4.788
H -0.931 2.681 4.039
```

(4)
ORCA calculation (ωB97M-V with the def2-TZVPD basis set) on a 2-piece molecular cluster, C6H11I overall in a non-equilibrium geometry.

Summary:
Frontier orbital gap (spin up / spin down): 8.535 / 6.555 eV
Lowest unoccupied orbital energy (spin up / spin down): 0.53 / -0.57 eV
F_max: 3.436 eV/Å

```
18
C6H11I ωB97M-V with the def2-TZVPD basis set
C 0.914 1.363 -2.132
C -0.192 1.168 -1.535
C -0.239 0.613 1.707
C 1.147 -0.940 0.407
C -1.323 -1.316 0.192
C -0.186 -0.457 0.708
I -2.034 2.058 -1.857
H 1.106 1.910 -3.052
H 1.699 0.701 -1.936
H -0.627 0.309 2.727
H -0.826 1.512 1.552
H 0.857 0.899 1.866
H 1.647 -0.086 0.027
H 1.742 -1.147 1.253
H 1.247 -1.833 -0.193
H -2.360 -0.901 0.233
H -1.228 -1.619 -0.788
H -1.342 -2.234 0.820
```

(5)
ORCA calculation (ωB97M-V with the def2-TZVPD basis set) on one molecule with the formula C3H5N3OS.

Summary:
Frontier orbital gap: 8.357 eV
Lowest unoccupied orbital energy: -0.10 eV
F_max: 0.976 eV/Å

```
13
C3H5N3OS ωB97M-V with the def2-TZVPD basis set
N 2.450 -1.056 0.659
C 1.803 -0.758 -0.478
N 0.624 -0.269 -0.674
C -0.347 0.084 0.248
C -0.386 -0.107 1.733
O 0.465 -0.574 2.459
N -1.439 0.667 -0.147
S -1.573 0.966 -1.796
H 1.978 -0.982 1.552
H 3.389 -1.420 0.581
H 2.384 -0.941 -1.392
H -1.384 0.262 2.125
H -2.778 1.507 -1.687
```